C4H32N2O13 | wB97M-V/def2-TZVPD

The value obtained for the energy is -34265.188 eV. Its multiplicity is 1. The structure (SMILES) is C[C@H](N)C(=O)NCO.O.O.O.O.O.O.O.O.O.O.O. The total charge is 0. For the gap between HOMO and LUMO, the calculation gives 9.67 eV. Its relative energy (zero: lowest compared OMol25 entry of this formula, charge and spin) is 339.39 kJ/mol.

Last column: natural (NBO) charge in e.
CARTESIAN COORDINATES (ANGSTROEM)
O (2.42749, -0.37591, -0.25172)  -0.6813
C (1.30974, 0.13253, -0.19759)  0.7324
N (1.16170, 1.45411, -0.48888)  -0.6710
C (-0.06491, 2.23031, -0.35049)  0.0821
O (-0.27413, 2.53669, 1.02599)  -0.7686
C (0.08752, -0.54685, 0.38898)  -0.1754
C (0.32636, -1.69158, 1.32981)  -0.6768
N (-0.67321, -0.91979, -0.83531)  -0.8459
H (2.01676, 1.98188, -0.51546)  0.4183
H (0.03094, 3.15227, -0.89394)  0.1825
H (-0.92221, 1.58580, -0.51462)  0.1996
H (0.53988, 2.79219, 1.49573)  0.4918
H (-0.51599, 0.17156, 0.93996)  0.2198
H (1.06844, -2.41347, 1.01305)  0.2158
H (0.99606, -1.32546, 2.12061)  0.2407
H (-0.52747, -1.97777, 1.93545)  0.2594
H (-1.55359, -1.34024, -0.59451)  0.3725
H (-0.18378, -1.66393, -1.31171)  0.3561
H (3.70275, 1.72580, 0.41952)  0.4858
H (3.47349, 1.18017, 1.86079)  0.4900
O (3.45417, 1.96988, 1.31368)  -0.9692
H (-2.82329, -2.07722, 0.46007)  0.4758
H (-3.69136, -3.20085, -0.16254)  0.4896
O (-3.19501, -2.94673, 0.62111)  -0.9659
H (0.96835, 1.07420, -2.51135)  0.4925
H (1.51858, 0.68890, -3.93432)  0.4849
O (0.90190, 1.25614, -3.46497)  -0.9609
H (-3.99796, 0.51325, 1.25643)  0.4708
H (-2.74372, 0.91339, 0.64513)  0.4696
O (-3.47053, 0.29655, 0.47436)  -0.9358
H (2.26581, 3.40365, 2.35399)  0.4982
H (1.31186, 2.52273, 3.23763)  0.4822
O (1.51736, 3.42451, 2.96317)  -0.9590
H (1.48587, 0.55515, 4.46946)  0.4780
H (0.05965, 0.16126, 3.95938)  0.4920
O (0.98438, 0.25356, 3.70546)  -0.9606
H (-0.57504, -2.25825, -3.95420)  0.4724
H (0.28230, -2.85163, -3.02784)  0.4958
O (-0.64190, -2.98809, -3.31950)  -0.9615
H (-2.37093, -2.62796, 3.62176)  0.4710
H (-3.41180, -1.94009, 2.81615)  0.4856
O (-2.48322, -1.84955, 3.06278)  -0.9507
H (1.92042, -1.97653, -1.51380)  0.4926
H (2.79037, -1.78445, -2.63224)  0.4842
O (1.84024, -1.78447, -2.46034)  -0.9695
H (1.50971, 2.78191, -2.79546)  0.4923
H (0.94530, 4.15084, -2.26564)  0.4636
O (1.74593, 3.63959, -2.39094)  -0.9775
H (-2.32381, -2.62182, -2.52288)  0.5053
H (-3.10507, -1.23093, -2.41521)  0.4809
O (-3.09440, -2.15525, -2.16504)  -0.9941